(A)
Here is 2 unconnected molecules or ions with the total composition C3H8O2 from the OMol25 dataset. Energies are from ωB97M-V with the def2-TZVPD basis set.

Positions of all 13 atoms, in Å:
C  -1.59  0.66  0.67
C  -0.16  -0.92  -0.39
O  -0.02  -0.88  -1.60
C  -0.10  0.27  0.52
O  2.56  -0.46  -0.68
H  -1.76  1.67  0.31
H  -1.94  0.57  1.69
H  -2.23  0.01  0.05
H  -0.50  -1.85  0.10
H  1.87  -0.51  -1.37
H  0.50  1.07  0.06
H  0.37  0.00  1.47
H  2.89  0.44  -0.74

Calculated values
LUMO energy, eV: 0.920
M, g/mol: 76.09
SMILES string: CCC=O.O
HOMO, eV: -10.05
Net charge: 0

=====

(B)
Here is 2 unconnected molecules or ions with the total composition C3H8O2 from the OMol25 dataset. Energies are from ωB97M-V with the def2-TZVPD basis set.

Positions of all 13 atoms, in Å:
C  3.16  4.75  0.54
C  2.69  5.36  1.92
H  3.57  3.83  0.65
H  3.53  5.62  0.06
H  2.18  4.60  -0.04
H  3.60  5.49  2.48
H  2.25  6.43  1.65
H  1.82  4.94  2.37
O  -2.22  -4.63  -0.08
C  -2.48  -3.66  -0.67
O  -1.75  -3.38  -1.80
H  -3.21  -2.96  -0.39
H  -2.22  -2.65  -2.40

Calculated values
LUMO energy, eV: 0.505
M, g/mol: 76.09
SMILES string: O=CO.CC
HOMO, eV: -11.02
Net charge: 0

=====

(C)
Here is a molecular structure, C3H8O2 from the OMol25 dataset. Energies are from ωB97M-V with the def2-TZVPD basis set.

Positions of all 13 atoms, in Å:
C  -1.80  -0.44  -0.33
C  -0.05  1.12  0.19
C  1.68  -0.57  0.20
H  -1.17  -1.09  -0.89
H  -1.71  0.57  -1.09
H  -3.08  -0.71  0.13
H  0.49  1.36  0.98
H  -0.50  1.76  -0.53
H  1.01  -1.47  0.17
H  2.18  -0.25  1.25
H  2.76  -0.99  -0.23
O  -0.97  0.16  0.73
O  1.17  0.56  -0.57

Calculated values
LUMO energy, eV: 0.918
M, g/mol: 76.09
HOMO, eV: -10.17
Net charge: 0

=====

Short version: (C) is the least stable of them.

=====

(A)
Here is 2 unconnected molecules or ions with the total composition C3H8O2 from the OMol25 dataset. Energies are from ωB97M-V with the def2-TZVPD basis set.

Positions of all 13 atoms, in Å:
C  1.50  -2.00  0.10
C  0.80  -0.89  0.24
O  1.11  0.30  -0.37
C  -0.49  -0.77  0.98
H  1.33  -2.77  0.83
H  2.20  -2.13  -0.71
H  1.99  0.16  -0.74
H  -0.75  -1.70  1.46
H  -1.28  -0.58  0.24
H  -0.46  0.13  1.60
H  -2.01  2.83  0.10
H  -1.73  1.96  -1.12
O  -2.34  2.63  -0.78

Calculated values
LUMO energy, eV: 0.702
M, g/mol: 76.09
SMILES string: C=C(C)O.O
HOMO, eV: -9.04
Net charge: 0

=====

(B)
Here is 2 unconnected molecules or ions with the total composition C3H8O2 from the OMol25 dataset. Energies are from ωB97M-V with the def2-TZVPD basis set.

Positions of all 13 atoms, in Å:
C  0.42  1.31  1.02
C  -0.01  0.03  0.71
O  -1.28  -0.37  0.43
C  0.99  -1.19  0.70
H  1.40  1.69  0.59
H  -0.30  2.01  1.55
H  -1.27  0.00  -0.48
H  1.78  -1.08  1.34
H  1.44  -1.45  -0.23
H  0.52  -2.11  1.04
H  0.29  0.86  -1.79
H  0.30  -0.09  -2.79
O  -0.29  0.28  -2.16

Calculated values
LUMO energy, eV: 0.576
M, g/mol: 76.09
SMILES string: C=C(C)O.O
HOMO, eV: -8.71
Net charge: 0

=====

Short version: (B) is the least stable of them.

=====

(A)
Here is 2 unconnected molecules or ions with the total composition C4H7N3 from the OMol25 dataset. Energies are from ωB97M-V with the def2-TZVPD basis set.

Positions of all 14 atoms, in Å:
C  1.95  -0.67  0.01
C  -0.13  0.88  0.06
C  -1.58  0.41  0.08
C  -1.43  -1.03  0.01
H  2.61  1.14  -0.71
H  1.78  -1.77  0.35
H  -0.25  1.54  -0.99
H  0.22  1.19  1.04
H  -2.10  0.73  -0.82
H  -2.01  0.80  1.08
H  -2.39  -1.48  0.24
N  2.95  -0.01  0.19
N  0.54  -0.32  -0.47
N  -0.16  -1.41  -0.07

Calculated values
LUMO energy, eV: 0.524
M, g/mol: 97.12
HOMO, eV: -8.61
Net charge: 0

=====

(B)
Here is C4H7N3 in the gas phase from the OMol25 dataset. Energies are from ωB97M-V with the def2-TZVPD basis set.

Positions of all 14 atoms, in Å:
C  -0.42  -0.26  -1.16
N  -0.66  -1.20  -2.10
C  -0.43  -0.50  0.36
C  -0.14  1.08  0.66
C  1.00  1.43  1.32
N  -0.17  0.97  -1.16
N  0.40  -1.47  0.76
H  -0.43  -0.98  -3.05
H  -0.47  -2.15  -1.80
H  0.89  -1.20  1.61
H  -1.50  -0.57  0.62
H  -1.02  1.71  0.81
H  1.85  0.76  1.35
H  1.10  2.40  1.78

Calculated values
LUMO energy (spin up / spin down), eV: -0.606 / -0.772
M, g/mol: 97.12
HOMO (spin up / spin down), eV: -8.78 / -8.08
Net charge: 0

=====

(C)
Here is C4H7N3 in the gas phase from the OMol25 dataset. Energies are from ωB97M-V with the def2-TZVPD basis set.

Positions of all 14 atoms, in Å:
C  -0.34  0.57  -0.08
C  -1.42  -0.27  -0.05
C  -0.90  -1.51  0.04
C  0.94  -0.08  0.14
H  -1.35  2.14  -0.60
H  -0.97  2.07  0.95
H  -2.53  0.03  -0.19
H  -1.52  -2.43  0.30
H  1.07  -2.43  0.24
H  1.90  1.39  -0.20
H  2.70  -0.25  -0.76
N  -0.46  1.97  0.10
N  0.55  -1.47  0.03
N  2.34  0.29  0.09

Calculated values
LUMO energy, eV: 0.944
M, g/mol: 97.12
SMILES string: Nc1cc[nH]c1N
HOMO, eV: -7.44
Net charge: 0

=====

(D)
Here is C4H7N3 in the gas phase from the OMol25 dataset. Energies are from ωB97M-V with the def2-TZVPD basis set.

Positions of all 14 atoms, in Å:
C  -1.22  0.83  -0.07
C  -0.86  -0.63  -0.27
C  0.63  -1.53  0.50
C  0.96  -0.62  -0.53
N  1.59  0.46  0.04
N  1.51  0.35  1.38
N  0.95  -0.74  1.68
H  -2.31  0.92  -0.03
H  -0.83  1.20  0.89
H  -0.86  1.48  -0.87
H  -1.36  -1.24  0.47
H  -1.13  -1.03  -1.24
H  1.08  -0.82  -1.59
H  1.87  1.35  -0.36

Calculated values
LUMO energy, eV: 0.655
M, g/mol: 97.12
HOMO, eV: -8.50
Net charge: 0

=====

Short version: (A) is the least stable of them.

=====

(A)
Here is C4H7N3 in the gas phase from the OMol25 dataset. Energies are from ωB97M-V with the def2-TZVPD basis set.

Positions of all 14 atoms, in Å:
C  1.12  0.08  0.09
C  -1.81  -0.01  0.03
C  -1.03  1.20  0.10
C  0.24  1.28  -0.04
H  2.96  0.71  -0.21
H  0.85  -1.95  0.18
H  -1.46  -2.01  -0.19
H  -2.68  -0.04  -0.69
H  -2.05  -0.17  1.17
H  -1.82  2.06  -0.03
H  0.78  2.16  -0.29
N  2.37  -0.10  -0.12
N  0.33  -1.07  0.35
N  -0.94  -1.12  -0.39

Calculated values
LUMO energy, eV: 0.918
M, g/mol: 97.12
SMILES string: [H]/N=C1\C=CCNN1
HOMO, eV: -8.16
Net charge: 0

=====

(B)
Here is C4H7N3 in the gas phase from the OMol25 dataset. Energies are from ωB97M-V with the def2-TZVPD basis set.

Positions of all 14 atoms, in Å:
C  -0.96  -0.55  1.05
C  0.16  0.35  -1.65
C  1.34  0.62  0.51
C  0.42  0.01  1.31
H  -1.84  0.22  1.34
H  -1.26  -1.76  1.43
H  -1.98  -1.84  -0.43
H  0.06  1.08  -2.60
H  1.78  1.50  -1.32
H  2.20  1.53  0.88
H  0.84  -0.20  2.33
N  -1.13  -1.17  -0.41
N  -1.04  -0.19  -1.56
N  1.41  0.41  -0.89

Calculated values
LUMO energy, eV: 0.395
M, g/mol: 97.12
SMILES string: C1=CNC=NNC1
HOMO, eV: -8.54
Net charge: 0

=====

Short version: (B) is the least stable of them.

=====

(A)
Here is C4H7N3 in the gas phase from the OMol25 dataset. Energies are from ωB97M-V with the def2-TZVPD basis set.

Positions of all 14 atoms, in Å:
N  1.11  0.44  2.20
C  0.41  0.09  1.03
C  0.67  0.49  -0.26
C  -0.41  0.01  -1.07
N  -0.62  0.13  -2.48
C  -1.27  -0.67  -0.26
N  -0.75  -0.62  1.04
H  1.14  -0.28  2.91
H  2.05  0.72  1.97
H  1.55  1.04  -0.58
H  0.17  -0.23  -3.01
H  -0.77  1.09  -2.76
H  -2.07  -1.31  -0.61
H  -1.21  -0.90  1.90

Calculated values
LUMO energy, eV: 0.972
M, g/mol: 97.12
SMILES string: Nc1c[nH]c(N)c1
HOMO, eV: -7.34
Net charge: 0

=====

(B)
Here is 2 unconnected molecules or ions with the total composition C4H7N3 from the OMol25 dataset. Energies are from ωB97M-V with the def2-TZVPD basis set.

Positions of all 14 atoms, in Å:
C  2.32  -0.04  0.16
C  -1.18  0.75  -0.46
C  -1.27  -0.77  -0.11
C  0.95  0.00  0.10
N  3.47  0.07  0.06
N  0.21  1.12  -0.16
N  0.19  -1.10  -0.16
H  -1.18  1.08  -1.58
H  -1.95  1.22  0.05
H  -1.59  -0.90  1.00
H  -1.90  -1.26  -0.86
H  0.83  -0.11  2.08
H  0.44  1.90  0.43
H  0.65  -1.97  -0.55

Calculated values
LUMO energy (spin up / spin down), eV: 0.175 / 0.176
M, g/mol: 97.12
HOMO (spin up / spin down), eV: -7.37 / -7.38
Net charge: 0

=====

Short version: (B) is the least stable of them.

=====

(A)
Here is 2 unconnected molecules or ions with the total composition C5H10NO2 from the OMol25 dataset. Energies are from ωB97M-V with the def2-TZVPD basis set.

Positions of all 18 atoms, in Å:
O  1.09  1.33  -0.15
C  1.31  0.38  -0.95
O  0.69  -0.70  -1.21
C  2.62  0.54  -1.80
H  3.37  -0.18  -1.36
H  2.47  0.22  -2.82
H  2.92  1.60  -1.84
N  -1.69  1.33  0.25
C  -1.76  -0.14  0.30
C  -1.05  -1.57  2.30
C  -0.86  -0.67  1.35
H  -2.17  1.66  -0.58
H  -0.69  1.51  0.13
H  -1.54  -0.62  -0.67
H  -2.83  -0.32  0.53
H  -0.18  -1.83  2.97
H  -1.88  -2.24  2.30
H  0.18  -0.27  1.26

Calculated values
LUMO energy, eV: 4.127
M, g/mol: 116.14
HOMO, eV: -4.40
Net charge: -1

=====

(B)
Here is a molecular structure, C5H10NO2 from the OMol25 dataset. Energies are from ωB97M-V with the def2-TZVPD basis set.

Positions of all 18 atoms, in Å:
O  1.27  -0.93  -2.19
C  1.21  0.25  -1.47
C  0.07  0.37  -0.40
C  0.23  -0.68  0.77
C  -0.20  -2.02  0.27
N  0.14  1.79  0.08
C  -0.98  1.99  0.84
O  -1.80  1.10  1.72
H  1.12  1.09  -2.18
H  -0.73  0.26  -1.17
H  -0.10  -0.15  1.66
H  1.31  -0.57  0.87
H  0.16  -2.10  -0.78
H  -1.28  -2.21  0.33
H  0.30  -2.80  0.87
H  2.15  0.37  -0.98
H  -1.94  1.24  0.53
H  -0.95  3.02  1.22

Calculated values
LUMO energy, eV: 2.765
M, g/mol: 116.14
HOMO, eV: -2.43
Net charge: -1

=====

Short version: (B) is the least stable of them.

=====

(A)
Here is 2 unconnected molecules or ions with the total composition C3H7N3S from the OMol25 dataset. Energies are from ωB97M-V with the def2-TZVPD basis set.

Positions of all 14 atoms, in Å:
C  1.07  -1.37  1.31
C  1.69  -0.88  -0.05
C  -1.30  0.92  -0.71
H  0.29  -2.23  1.00
H  0.67  -0.46  1.80
H  2.07  -1.67  1.99
H  1.37  0.73  -1.53
H  -1.04  1.65  -1.51
H  -2.64  1.26  0.77
H  -3.28  1.82  -1.30
N  1.02  0.33  -0.60
N  -0.41  0.17  -0.05
N  -2.54  1.22  -0.28
S  3.04  -1.49  -0.84

Calculated values
LUMO energy, eV: -0.429
M, g/mol: 117.18
HOMO, eV: -8.00
Net charge: 0

=====

(B)
Here is C3H7N3S in the gas phase from the OMol25 dataset. Energies are from ωB97M-V with the def2-TZVPD basis set.

Positions of all 14 atoms, in Å:
C  0.64  1.29  0.50
C  1.00  -1.12  0.75
C  -0.96  -0.33  -0.47
H  -0.16  1.87  1.13
H  0.99  1.87  -0.34
H  1.32  1.19  1.33
H  2.17  -0.81  0.62
H  -0.28  -2.48  0.65
H  -1.87  0.56  -1.94
H  -0.45  1.33  -1.69
N  0.04  -0.07  0.32
N  0.79  -2.30  0.92
N  -1.27  0.74  -1.21
S  -1.97  -1.73  -0.56

Calculated values
LUMO energy, eV: 0.441
M, g/mol: 117.18
SMILES string: [H]/N=C\N(C)C(N)=S
HOMO, eV: -8.47
Net charge: 0

=====

(C)
Here is 2 unconnected molecules or ions with the total composition C3H7N3S from the OMol25 dataset. Energies are from ωB97M-V with the def2-TZVPD basis set.

Positions of all 14 atoms, in Å:
C  0.29  0.48  0.18
C  -1.85  0.96  -0.22
C  -2.06  -0.64  0.11
H  2.72  -1.16  -0.57
H  3.25  -0.15  1.34
H  2.08  1.71  -0.49
H  -2.24  1.32  -1.22
H  -2.58  1.45  0.29
H  -2.71  -1.16  -0.54
H  -2.48  -0.74  1.17
N  2.83  -0.18  -0.03
N  1.62  0.67  -0.20
N  -0.50  1.44  0.29
S  -0.25  -1.22  -0.05

Calculated values
LUMO energy, eV: 0.333
M, g/mol: 117.18
HOMO, eV: -8.81
Net charge: 0

=====

Short version: (A) is the least stable of them.

=====

(A)
Here is a molecular structure, C3H7N3S from the OMol25 dataset. Energies are from ωB97M-V with the def2-TZVPD basis set.

Positions of all 14 atoms, in Å:
C  2.00  -2.07  -0.56
C  2.40  -0.80  -1.00
C  -0.17  1.19  -0.28
H  2.58  -2.14  0.72
H  2.95  -2.91  -1.35
H  0.86  -2.22  -0.55
H  3.60  -0.61  -1.02
H  0.53  2.11  -0.38
H  -1.39  2.23  0.85
H  -1.53  -0.67  1.99
N  1.73  0.31  -1.01
N  0.30  0.01  -0.64
N  -1.34  1.28  0.61
S  -2.36  0.19  1.13

Calculated values
LUMO energy, eV: 0.744
M, g/mol: 117.18
HOMO, eV: -8.62
Net charge: 0

=====

(B)
Here is a molecular structure, C3H7N3S from the OMol25 dataset. Energies are from ωB97M-V with the def2-TZVPD basis set.

Positions of all 14 atoms, in Å:
C  2.03  0.08  -0.02
C  0.96  -0.61  -0.59
C  -2.35  -0.34  0.61
N  1.62  1.55  0.23
N  0.47  1.76  -0.14
N  -0.24  0.83  -0.65
S  -1.85  0.67  -0.85
H  2.06  -0.07  1.09
H  3.06  -0.02  -0.44
H  1.05  -0.80  -1.74
H  0.36  -1.28  -0.13
H  -1.42  -0.29  1.31
H  -2.38  -1.36  0.32
H  -3.38  -0.11  1.00

Calculated values
LUMO energy, eV: 0.751
M, g/mol: 117.18
HOMO, eV: -8.77
Net charge: 0

=====

Short version: (A) is the least stable of them.